The following is a quantum chemistry calculation of a molecular structure, C27H26BBr2N7O2ReTe4, from OMol25.

Geometry as XYZ:
```
70
Properties=species:S:1:pos:R:3:forces:R:3
Re 0.491 -1.256 1.805 -0.8 0.0 -0.3
Te -0.423 -2.767 3.795 0.0 -0.1 0.4
Te -0.973 -1.040 5.827 -0.1 0.0 0.2
Te -0.089 1.340 4.868 0.0 -0.2 -0.1
Te -1.043 0.883 2.379 0.2 -0.4 -0.2
B 2.534 1.533 1.327 -0.1 0.5 0.4
N 2.852 0.589 2.519 1.3 -0.5 1.0
C 3.912 0.677 3.360 0.0 0.9 -0.3
C 3.799 -0.254 4.384 0.0 0.2 -1.3
C 2.676 -0.952 4.022 -0.8 -1.4 1.7
N 2.098 -0.458 2.957 -0.6 0.5 -1.9
N 2.171 0.687 0.089 0.5 0.9 -1.4
C 2.463 1.077 -1.180 -0.5 0.0 0.1
C 1.732 0.263 -2.064 0.4 -0.1 -0.1
C 1.086 -0.643 -1.227 0.3 0.5 0.0
N 1.322 -0.345 0.045 0.2 -0.3 0.6
H 3.509 2.190 1.072 0.2 -0.2 0.0
H 1.665 2.316 1.641 -0.2 -0.3 -0.1
H 4.691 1.430 3.204 -0.5 -0.3 -0.1
H 4.468 -0.498 5.162 0.5 0.1 0.6
H 2.172 -1.776 4.524 0.4 0.2 -0.1
H 3.129 1.944 -1.337 -0.6 -0.8 0.1
H 1.646 0.258 -3.160 0.4 0.2 0.8
H 0.498 -1.496 -1.438 -0.6 -0.4 -0.4
C 3.529 -3.253 1.693 0.5 0.9 -0.2
C 2.344 -3.917 1.127 -0.3 -1.4 0.0
C 2.486 -5.273 0.699 0.0 -1.1 0.2
C 1.433 -6.014 0.221 0.1 0.5 0.4
C 0.178 -5.362 0.124 0.0 -1.5 -1.4
C -0.939 -5.901 -0.588 0.5 -0.6 0.0
Br -0.888 -7.695 -1.278 0.1 0.4 0.3
C -2.010 -5.149 -0.923 -0.5 1.3 0.1
C -2.112 -3.782 -0.528 2.0 -0.8 1.0
Br -3.561 -2.745 -1.037 -0.2 0.2 0.0
C -1.046 -3.253 0.235 -0.6 0.5 -0.3
O -0.995 -2.005 0.638 -0.1 0.2 -0.2
C 0.114 -4.051 0.504 -0.4 1.8 0.5
N 1.168 -3.342 1.083 -0.4 0.1 -0.5
H 4.432 -3.734 1.338 0.1 0.0 -0.3
H 3.572 -3.366 2.765 -0.3 0.1 0.5
H 3.560 -2.179 1.443 0.0 -0.4 0.2
H 3.434 -5.793 0.872 -0.2 0.5 -0.3
H 1.490 -7.053 -0.116 0.3 0.4 0.3
H -2.795 -5.526 -1.550 -0.2 -0.3 -0.1
C -2.199 3.960 -4.041 -1.0 0.2 -1.1
N -2.783 3.001 -3.097 0.6 0.3 1.3
N -1.975 2.798 -1.933 0.0 0.5 -0.3
C -1.843 1.424 -1.674 0.0 0.0 0.9
O -1.320 0.966 -0.665 -0.2 0.2 -0.6
C -2.542 0.764 -2.757 0.0 0.7 0.0
C -3.030 1.724 -3.553 -0.9 0.3 -0.9
C -3.839 1.584 -4.794 -0.1 -0.8 -1.0
C -1.870 3.791 -0.907 0.2 0.1 0.2
C -2.879 4.729 -0.634 1.0 -0.5 0.8
C -2.785 5.537 0.481 0.5 1.1 1.1
C -1.632 5.469 1.328 -1.3 0.9 0.7
C -0.641 4.578 1.055 0.2 -0.5 -1.3
C -0.754 3.767 -0.092 0.0 0.3 0.8
H -2.105 4.965 -3.628 -0.2 -0.2 0.3
H -2.848 4.031 -4.976 0.8 -0.2 1.4
H -1.214 3.625 -4.321 0.5 -0.1 -0.3
H -2.764 -0.271 -2.826 0.1 -0.6 0.0
H -4.104 0.522 -4.925 0.2 0.4 0.0
H -3.326 1.922 -5.712 0.1 -0.3 0.4
H -4.777 2.136 -4.818 0.0 0.2 0.5
H -3.735 4.734 -1.227 -1.4 0.1 -1.0
H -3.589 6.278 0.738 0.8 -0.9 -0.4
H -1.516 6.065 2.268 -0.5 -0.3 -1.1
H 0.258 4.519 1.664 -0.2 -0.1 -0.1
H 0.028 3.073 -0.253 0.6 -0.7 -0.4
```
Forces are in eV/Å.

Values from the calculation:
LUMO (spin up / spin down) = -0.5 / -1.4 eV
Relative energy (zero: lowest compared OMol25 entry of this formula, charge and spin) = 0.0 kcal per mole
Spin multiplicity = 4
Total charge = 0
HOMO-LUMO gap (spin up / spin down) = 6.13 / 5.23 eV
E_HOMO (spin up / spin down) = -6.63 / -6.67 eV



The following is a quantum chemistry calculation of a molecular structure, C43H47As3Cl5N3OOsP2Se2, from OMol25.

Geometry as XYZ:
```
107
Properties=species:S:1:pos:R:3:forces:R:3
Os 0.517 -0.214 -1.686 -0.2 -0.2 0.8
C 0.307 -3.734 0.501 0.2 0.1 0.0
As -0.089 -2.897 -1.228 -1.0 0.0 0.3
C 0.575 -4.383 -2.325 0.1 0.1 0.0
C -2.059 -3.236 -1.196 0.4 0.0 0.1
C -2.931 -2.648 -2.320 0.1 -0.1 -0.1
C -2.261 -2.861 -3.673 0.0 0.1 0.1
C -3.204 -1.155 -2.071 0.0 0.2 0.0
As -1.827 0.202 -2.514 -1.0 -0.3 -0.1
C -2.826 1.783 -1.939 0.2 0.1 0.0
C -2.076 0.521 -4.437 0.0 0.0 0.0
C -4.273 -3.408 -2.242 -0.2 0.3 -0.4
As -5.743 -3.424 -3.633 -0.3 -0.1 0.2
C -5.713 -1.708 -4.619 0.3 -0.2 0.1
C -4.982 -4.599 -5.027 0.1 0.3 0.1
H 0.036 -4.793 0.470 0.0 0.1 -0.1
H -0.243 -3.250 1.307 0.0 0.0 -0.1
H 1.377 -3.654 0.697 0.0 0.0 0.0
H -0.010 -5.286 -2.138 0.0 0.1 0.0
H 1.606 -4.565 -2.023 0.0 0.0 0.0
H 0.569 -4.164 -3.391 -0.1 0.1 0.0
H -2.418 -2.855 -0.237 0.1 0.0 0.1
H -2.168 -4.326 -1.166 0.1 0.1 0.0
H -1.270 -2.391 -3.662 0.0 0.0 -0.2
H -2.854 -2.408 -4.464 0.0 0.0 -0.1
H -2.140 -3.922 -3.887 0.0 -0.1 -0.1
H -3.426 -0.989 -1.012 0.0 0.0 -0.1
H -4.090 -0.848 -2.641 0.2 0.0 0.0
H -3.750 1.835 -2.522 0.2 -0.1 0.0
H -2.233 2.678 -2.143 -0.1 -0.1 0.0
H -3.072 1.751 -0.878 0.1 -0.1 -0.1
H -3.139 0.665 -4.647 0.1 -0.1 0.1
H -1.683 -0.267 -5.076 -0.1 0.0 0.1
H -1.569 1.452 -4.698 0.1 0.0 0.1
H -4.776 -3.114 -1.317 -0.1 -0.1 0.0
H -4.066 -4.478 -2.159 0.0 0.0 0.0
H -6.039 -0.890 -3.980 0.0 0.0 0.1
H -6.428 -1.795 -5.436 0.0 -0.1 0.0
H -4.735 -1.485 -5.043 0.0 0.1 0.0
H -4.499 -5.457 -4.564 0.0 0.0 0.1
H -4.273 -4.073 -5.662 0.1 0.0 0.0
H -5.790 -4.972 -5.656 -0.1 0.1 0.1
Cl 3.161 -3.097 -7.932 0.0 0.0 0.5
C 2.974 -2.749 -6.269 0.1 -0.1 -0.5
C 2.017 -1.819 -5.861 -0.3 0.4 0.4
Cl 0.963 -1.077 -6.990 0.1 0.1 0.1
C 1.926 -1.518 -4.518 -0.3 0.1 -0.6
Cl 0.861 -0.317 -3.964 0.2 0.4 -1.3
C 2.650 -2.175 -3.487 -0.1 0.2 1.0
O 2.386 -1.941 -2.268 0.7 -0.7 -1.4
C 3.619 -3.113 -3.946 0.7 -0.7 -0.2
Cl 4.546 -3.940 -2.774 -0.1 0.2 -0.1
C 3.780 -3.375 -5.300 0.4 -0.3 0.5
Cl 4.965 -4.497 -5.815 -0.1 0.1 0.1
Se -3.012 3.424 2.988 -0.8 0.4 -0.3
P -0.961 2.849 3.209 2.1 -0.7 0.4
C 0.088 4.322 3.043 -0.7 -0.2 0.1
C 0.114 4.943 1.797 -0.1 -0.1 -0.1
C 0.764 6.153 1.645 0.0 0.0 -0.1
C 1.370 6.754 2.739 -0.1 0.0 0.0
C 1.332 6.141 3.981 -0.1 0.0 0.1
C 0.697 4.922 4.138 -0.1 0.0 0.2
C -0.701 2.031 4.809 -0.2 0.2 -0.5
C -1.016 2.716 5.982 0.0 0.1 0.0
C -0.890 2.074 7.200 0.0 0.2 0.1
C -0.493 0.747 7.255 0.0 -0.1 -0.1
C -0.233 0.053 6.084 0.0 0.0 0.1
C -0.332 0.693 4.861 0.1 0.0 -0.3
C -0.586 1.692 1.869 0.3 0.3 -0.1
C 0.473 1.275 1.049 0.0 0.0 0.0
N -0.108 0.460 0.115 0.1 0.6 0.8
N -1.407 0.405 0.355 -0.6 -0.5 0.1
N -1.702 1.128 1.377 -0.6 0.1 0.3
P 2.280 1.197 1.092 0.0 -0.1 0.3
Se 2.840 0.348 -0.833 0.1 0.5 0.2
C 2.533 0.036 2.473 0.1 0.3 -0.3
C 1.705 -1.083 2.525 0.0 0.1 -0.2
C 1.787 -1.951 3.597 -0.1 0.0 0.0
C 2.692 -1.701 4.618 0.1 0.0 0.0
C 3.560 -0.625 4.531 0.0 0.0 0.1
C 3.495 0.243 3.455 -0.1 0.0 -0.1
C 3.131 2.741 1.523 -0.2 -0.4 -0.2
C 3.995 3.314 0.595 -0.1 -0.1 -0.1
C 4.775 4.396 0.962 0.0 0.1 0.0
C 4.703 4.897 2.251 0.0 -0.1 0.0
C 3.836 4.329 3.173 0.0 0.0 0.1
C 3.043 3.256 2.815 0.0 0.0 -0.1
H -0.390 4.480 0.959 0.0 0.0 -0.1
H 0.771 6.646 0.685 0.0 0.0 -0.1
H 1.857 7.710 2.626 0.0 0.1 0.0
H 1.777 6.625 4.836 0.1 0.0 0.1
H 0.688 4.439 5.104 0.0 0.0 0.1
H -1.382 3.734 5.947 0.0 0.0 0.0
H -1.124 2.607 8.109 0.0 0.0 0.1
H -0.414 0.246 8.207 0.0 0.0 0.1
H 0.030 -0.992 6.118 0.1 -0.1 0.0
H -0.142 0.148 3.948 0.1 -0.1 0.0
H 0.999 -1.261 1.721 0.0 -0.1 0.1
H 1.140 -2.814 3.645 0.0 -0.1 0.0
H 2.725 -2.352 5.477 0.1 -0.1 0.1
H 4.290 -0.451 5.306 0.1 0.0 0.1
H 4.179 1.076 3.383 0.0 0.0 0.1
H 4.067 2.896 -0.400 0.0 0.0 0.0
H 5.462 4.828 0.252 0.0 0.1 -0.1
H 5.336 5.719 2.548 0.1 0.1 0.0
H 3.805 4.706 4.183 0.0 0.1 0.1
H 2.372 2.810 3.536 0.1 -0.1 0.1
```
Forces are in eV/Å.

Values from the calculation:
LUMO (spin up / spin down) = -4.7 / -7.7 eV
Spin multiplicity = 5
Total charge = +2
HOMO-LUMO gap (spin up / spin down) = 6.83 / 4.02 eV
E_HOMO (spin up / spin down) = -11.56 / -11.72 eV



The following is a quantum chemistry calculation of a molecular structure, C6H12N2O, from OMol25.

Geometry as XYZ:
```
21
Properties=species:S:1:pos:R:3:forces:R:3
C 0.001 -0.589 -1.953 -0.1 -0.1 0.1
C -2.077 1.145 -0.476 0.0 0.0 0.0
C -0.202 -0.650 -0.438 0.4 0.6 0.3
C -1.566 -0.156 0.074 0.1 -0.2 0.0
N -2.226 -0.792 0.948 0.0 0.0 -0.1
O 0.234 -1.768 0.138 0.6 0.1 0.7
H -1.730 -1.655 1.188 0.1 0.1 -0.1
H -0.707 -1.266 -2.436 0.0 0.0 0.0
H 1.009 -0.924 -2.192 0.0 0.0 0.0
H -0.150 0.414 -2.351 0.0 0.0 0.0
H -2.351 1.039 -1.529 0.0 0.0 0.0
H -2.956 1.459 0.083 0.0 0.0 0.0
H -1.308 1.920 -0.417 0.0 0.0 0.0
C 1.981 -0.524 1.554 0.2 0.3 -0.1
C 1.673 0.696 0.978 0.6 0.2 0.8
N 1.681 1.901 0.765 -0.2 -0.3 -0.3
H 2.382 2.447 1.269 -0.1 -0.2 0.0
H 0.523 0.227 -0.010 -0.5 -0.3 -0.4
H 2.952 -0.928 1.280 -0.1 0.0 -0.1
H 1.725 -0.614 2.605 -0.1 0.0 -0.1
H 1.111 -1.383 0.919 -0.9 -0.3 -0.8
```
Forces are in eV/Å.

Values from the calculation:
LUMO = 0.0 eV
Relative energy (zero: lowest compared OMol25 entry of this formula, charge and spin) = 88.7 kcal per mole
Spin multiplicity = 1
Total charge = 0
HOMO-LUMO gap = 9.30 eV
E_HOMO = -9.33 eV



The following is a quantum chemistry calculation of 2 unconnected molecules or ions with the total composition C6H8N4, from OMol25.

Geometry as XYZ:
```
18
Properties=species:S:1:pos:R:3:forces:R:3
H -1.391 1.816 1.184 -1.7 1.1 0.4
N -0.515 1.429 1.391 1.7 1.0 0.7
C -0.454 0.359 0.775 0.6 -2.5 -0.5
C -1.621 -0.155 0.084 -2.1 -0.8 -2.9
N -2.478 -0.425 -0.673 2.1 0.5 2.3
C 0.882 -0.445 0.586 -1.4 0.1 0.5
N 1.988 0.074 1.316 0.5 1.2 -0.7
C 0.729 -1.848 0.947 -0.7 -0.9 0.1
N 0.543 -2.934 1.277 0.2 0.4 -0.2
H 0.978 -0.371 -0.498 0.6 -0.1 -0.1
H 1.834 0.077 2.300 -0.3 -0.8 1.0
H 1.942 1.067 1.165 0.5 0.7 -0.5
C 0.672 1.850 -2.442 -1.6 -0.1 -0.8
C -0.346 1.024 -2.716 2.3 -1.0 -0.8
H 0.501 2.866 -2.133 0.1 0.2 0.5
H 1.646 1.591 -2.792 0.6 -0.1 0.1
H -1.376 1.147 -2.551 -1.0 0.6 0.4
H -0.072 0.088 -3.250 -0.4 0.5 0.6
```
Forces are in eV/Å.

Values from the calculation:
LUMO = -0.4 eV
Relative energy (zero: lowest compared OMol25 entry of this formula, charge and spin) = 67.5 kcal per mole
Spin multiplicity = 1
Total charge = 0
HOMO-LUMO gap = 10.27 eV
SMILES = [H]/N=C(\C#N)[C@@H](N)C#N.C=C
E_HOMO = -10.63 eV



The following is a quantum chemistry calculation of 2 unconnected molecules or ions with the total composition C2H8N6, from OMol25.

Geometry as XYZ:
```
16
Properties=species:S:1:pos:R:3:forces:R:3
C -0.570 0.733 -1.432 -1.4 2.7 2.8
C 0.319 -0.454 -1.481 1.3 -1.1 -0.1
N 0.460 1.355 2.770 3.6 5.7 2.0
N 1.023 2.329 3.063 -0.9 -3.2 -0.5
N -0.338 0.631 2.329 -3.7 -1.3 -1.7
N -0.965 -1.617 0.160 -2.1 -0.7 -2.1
N 1.092 -1.017 0.701 1.1 -0.4 -0.2
N 0.153 -1.114 -0.161 0.8 -0.1 0.2
H -1.451 0.585 -0.691 1.5 -0.1 -1.2
H -1.046 0.957 -2.333 -0.5 0.3 -1.7
H -0.141 1.736 -1.029 -0.1 -1.9 -0.8
H 1.413 -0.216 -1.482 -1.1 -0.1 -0.7
H 0.066 -1.222 -2.271 0.2 1.0 0.8
H -0.380 -0.358 2.363 0.8 -1.0 0.3
H -1.610 -1.643 -0.755 1.9 0.3 2.6
H 1.976 -0.683 0.249 -1.3 -0.2 0.3
```
Forces are in eV/Å.

Values from the calculation:
LUMO = 0.6 eV
Relative energy (zero: lowest compared OMol25 entry of this formula, charge and spin) = 121.7 kcal per mole
Spin multiplicity = 1
Total charge = 0
HOMO-LUMO gap = 9.49 eV
E_HOMO = -8.93 eV



The records above give, respectively, largest force on an atom values of 2.4, 2.3, 1.2, 3.7, 7.0 eV Å⁻¹.